{
  "formula": "C7H12",
  "method": "ωB97M-V/def2-TZVPD",
  "elements": ["C", "C", "C", "C", "C", "C", "C", "H", "H", "H", "H", "H", "H", "H", "H", "H", "H", "H", "H"],
  "xyz": [[2.3693, 0.8151, -0.6734], [1.4522, 1.2965, 0.4717], [0.5041, 0.2287, 0.9564], [0.8514, -1.1605, 1.1870], [-2.8645, -0.7613, -0.6912], [-1.4537, -0.1898, -0.6638], [-0.8566, -0.0805, 0.5598], [2.6917, 1.6536, -1.3047], [3.2521, 0.2988, -0.3056], [1.8323, 0.1211, -1.3183], [0.8703, 2.1519, 0.1126], [2.0379, 1.6239, 1.3364], [1.2108, -1.8071, 0.3818], [0.5546, -1.7073, 2.0811], [-2.9164, -1.8079, -0.3742], [-3.3247, -0.6871, -1.6760], [-3.5161, -0.1962, 0.0020], [-1.1510, 0.4572, -1.4826], [-1.5436, -0.2488, 1.4012]],
  "forces_ev_per_angstrom": [[0.020, 0.390, -0.120], [-0.593, -0.801, -0.650], [-0.108, -0.394, 0.434], [0.765, 0.141, 0.600], [-0.043, 0.695, 0.206], [-0.790, 0.610, 0.269], [-0.184, 0.818, -0.040], [0.135, -0.037, 0.094], [0.079, -0.090, 0.083], [-0.092, -0.047, -0.020], [-0.014, 0.050, 0.083], [0.193, 0.111, -0.138], [0.389, 0.130, 0.001], [-0.465, 0.047, -0.161], [0.123, -0.060, -0.067], [-0.024, -0.052, -0.155], [-0.088, -0.222, -0.166], [0.340, -0.453, -0.299], [0.359, -0.836, 0.045]],
  "mulliken_spin": [0.0916, 0.0144, 0.4154, 0.4560, 0.0076, -0.0234, 0.0609, -0.0162, -0.0478, -0.0031, 0.0052, 0.0006, 0.0295, -0.0081, -0.0029, -0.0002, -0.0056, -0.0028, 0.0289],
  "charge": -1,
  "gap_ev": [5.43, 5.34],
  "spin_multiplicity": 2,
  "e_lumo_ev": [4.41, 4.33],
  "s_squared": 0.77,
  "de_lowest_kj_mol": 213.2,
  "homo_energy_ev": [-1.02, -1.00],
  "largest_force_ha_per_bohr": 0.0231
}